Entry 1:
Density functional theory data (ωB97M-V with the def2-TZVPD basis set) for a structure of composition C9H4F5N2O3ReS at a distorted geometry.

Geometry (Å):
Re -0.287 0.009 0.004
N 1.945 0.084 -0.042
C 2.469 1.475 -0.020
C 1.317 2.468 0.257
O 1.514 3.612 0.499
O 0.138 1.858 0.153
H 2.260 -0.416 0.787
H 2.336 -0.426 -0.830
H 2.883 1.746 -0.989
H 3.231 1.628 0.739
S -4.778 0.802 0.835
C -3.291 0.482 0.534
N -2.134 0.222 0.289
F -2.095 -5.243 -4.135
C -1.642 -4.425 -3.210
C -1.644 -3.052 -3.437
F -2.099 -2.559 -4.576
C -1.165 -2.219 -2.452
F -1.110 -0.885 -2.637
C -0.679 -2.698 -1.232
O -0.245 -1.850 -0.288
C -0.678 -4.079 -1.033
F -0.230 -4.564 0.116
C -1.163 -4.933 -2.008
F -1.173 -6.236 -1.797

molar mass	501.41	g/mol
E_LUMO (alpha / beta)	-6.6 / -6.3	eV
Kohn-Sham gap (alpha / beta)	6.102 / 6.450	eV
<S²>	3.7894
energy above the lowest of the compared OMol25 structures with the same formula, charge and spin	0.0	kcal per mole
net charge	+1
HOMO level (alpha / beta)	-12.7 / -12.8	eV
total energy	-45064.4882	eV
2S+1	4

Entry 2:
Density functional theory data (ωB97M-V with the def2-TZVPD basis set) for a structure of composition C9H4N7O6 at a distorted geometry.

Geometry (Å):
N 0.072 0.303 1.982
C -1.013 -0.517 1.968
O -2.175 -0.164 1.908
C -0.581 -1.910 2.025
C 0.747 -1.902 2.072
C 1.166 -0.503 2.053
O 2.324 -0.137 2.094
H -1.236 -2.767 2.026
H 1.412 -2.751 2.114
O 3.928 6.378 0.951
N 3.431 5.999 2.015
O 3.855 6.362 3.115
C 2.296 5.093 1.990
C 1.727 4.689 3.157
C 0.579 3.873 3.188
N -0.042 3.569 4.464
O 0.273 4.242 5.447
O -0.867 2.654 4.516
C 0.002 3.426 2.043
N 0.525 3.802 0.815
N 0.085 3.542 -0.438
N 0.997 4.226 -0.965
N 1.982 4.922 -0.503
C 1.696 4.657 0.780
H 2.152 5.029 4.088
H -0.872 2.799 2.068

molar mass	306.17	g/mol
E_LUMO	0.9	eV
Kohn-Sham gap	5.945	eV
net charge	-1
HOMO level	-5.1	eV
total energy	-32105.9600	eV

Entry 3:
Density functional theory data (ωB97M-V with the def2-TZVPD basis set) for a cluster of 21 separate species, C9H58NO21 in total at a distorted geometry.

Geometry (Å):
C -1.824 1.048 -0.639
C -0.306 1.291 -0.835
C 0.101 2.358 0.220
C 0.327 1.810 1.631
C 1.270 0.612 1.617
C 0.822 -0.479 0.654
N 0.461 0.053 -0.642
O 0.317 -0.912 -1.638
C -0.309 -1.315 1.293
C 2.025 -1.415 0.500
C -0.030 1.911 -2.172
H -2.113 0.081 -1.049
H -2.378 1.852 -1.134
H -2.113 1.096 0.412
H -0.723 3.054 0.431
H 0.903 3.037 -0.082
H -0.621 1.494 2.080
H 0.716 2.583 2.300
H 1.341 0.198 2.621
H 2.244 0.948 1.258
H -0.351 -2.321 0.862
H -1.305 -0.930 1.060
H -0.238 -1.514 2.365
H 2.896 -0.900 0.082
H 1.856 -2.273 -0.150
H 2.344 -1.836 1.457
H -0.745 2.705 -2.414
H -0.303 1.189 -2.953
H 0.988 2.278 -2.265
O 2.583 -2.471 4.986
H 1.637 -2.627 5.103
H 2.647 -1.898 4.215
O 4.555 1.737 0.322
H 4.395 1.439 -0.589
H 5.116 1.057 0.707
O 2.861 0.634 -2.015
H 2.068 0.621 -1.402
H 2.511 0.945 -2.855
O -2.403 -2.592 -1.017
H -2.933 -2.005 -1.579
H -1.647 -2.044 -0.762
O -0.372 -3.387 4.972
H -0.258 -2.981 5.840
H -0.692 -4.278 5.162
O -4.382 1.218 2.104
H -3.735 0.954 1.439
H -4.443 0.461 2.696
O 2.954 -4.647 0.869
H 3.454 -3.993 0.370
H 2.172 -4.812 0.326
O -0.275 -5.126 2.289
H -0.036 -4.583 3.050
H 0.039 -6.009 2.513
O -3.869 2.461 -2.891
H -3.264 3.203 -2.738
H -3.366 1.824 -3.420
O 3.144 -2.201 -2.715
H 3.685 -1.918 -3.458
H 2.655 -1.401 -2.445
O 0.054 3.893 5.060
H -0.581 4.167 4.388
H 0.894 3.849 4.592
O 4.930 -2.128 2.413
H 5.250 -2.988 2.118
H 5.156 -1.525 1.698
O -2.058 5.541 -0.826
H -1.661 5.018 -0.117
H -2.991 5.301 -0.817
O -1.089 -1.201 -4.093
H -0.510 -1.497 -4.803
H -0.483 -1.033 -3.340
O -2.159 4.819 -2.736
H -1.529 4.879 -2.006
H -2.275 5.726 -3.038
O -2.480 0.925 -5.324
H -1.944 0.338 -4.747
H -2.064 1.791 -5.241
O 0.824 5.500 1.306
H 1.337 6.230 1.670
H 1.463 4.785 1.187
O 0.879 -3.730 -2.326
H 1.804 -3.528 -2.563
H 0.589 -2.959 -1.802
O -4.268 -0.849 -2.462
H -5.202 -1.071 -2.532
H -4.211 0.079 -2.723
O -2.932 -4.680 1.089
H -2.098 -5.126 1.310
H -2.699 -3.811 0.719

molar mass	516.55	g/mol
E_LUMO	1.9	eV
Kohn-Sham gap	5.563	eV
energy above the lowest of the compared OMol25 structures with the same formula, charge and spin	54.8	kcal per mole
net charge	-1
HOMO level	-3.7	eV
total energy	-54762.1874	eV

Entry 4:
Density functional theory data (ωB97M-V with the def2-TZVPD basis set) for the molecule C9H5BrN2O4 at a distorted geometry.

Geometry (Å):
C -2.254 -2.932 -0.333
C -1.236 -1.836 -0.568
O -0.263 -2.143 -1.234
O -1.504 -0.638 -0.012
C -0.480 0.247 -0.056
C -0.474 1.242 -1.047
Br -1.859 1.319 -2.322
C 0.539 2.177 -1.107
C 1.581 2.208 -0.181
C 2.671 3.157 -0.241
N 3.556 3.922 -0.317
C 1.571 1.248 0.830
C 0.583 0.251 0.906
N 0.664 -0.728 1.940
O 1.781 -0.931 2.378
O -0.337 -1.273 2.382
H -2.050 -3.775 -0.960
H -2.177 -3.226 0.711
H -3.275 -2.544 -0.516
H 0.541 2.995 -1.829
H 2.424 1.258 1.575

molar mass	285.05	g/mol
E_LUMO	-1.4	eV
Kohn-Sham gap	8.941	eV
SMILES	CC(=O)Oc1c(Br)cc(C#N)cc1[N+](=O)[O-]
net charge	0
HOMO level	-10.3	eV
total energy	-90623.1311	eV

Entry 5:
Density functional theory data (ωB97M-V with the def2-TZVPD basis set) for the molecule C9H5Cl2F3O at a distorted geometry.

Geometry (Å):
O -2.653 1.666 -0.005
C -2.411 0.520 -0.016
F -3.176 -0.391 0.731
C -1.326 -0.205 -0.797
Cl -1.490 0.411 -2.476
C -0.009 0.217 -0.183
C 0.111 0.469 1.229
C 1.444 0.742 1.804
C 2.506 0.826 0.972
C 2.355 0.532 -0.430
C 1.105 0.229 -1.020
C -1.244 -1.701 -0.804
F -2.339 -2.182 -1.405
F -0.215 -2.056 -1.515
Cl -1.182 -2.389 0.910
H -0.756 0.163 1.828
H 1.552 1.226 2.740
H 3.451 0.942 1.378
H 3.328 0.906 -0.899
H 0.948 0.074 -2.040

molar mass	257.04	g/mol
E_LUMO	0.2	eV
Kohn-Sham gap	9.708	eV
energy above the lowest of the compared OMol25 structures with the same formula, charge and spin	8.6	kcal per mole
SMILES	O=C(F)[C@@](Cl)(c1ccccc1)C(F)(F)Cl
net charge	0
HOMO level	-9.5	eV
total energy	-44657.7216	eV

Entry 6:
Density functional theory data (ωB97M-V with the def2-TZVPD basis set) for the molecule C9H5Cl4NO2 at a distorted geometry.

Geometry (Å):
N -1.979 1.336 -0.737
C -1.303 1.780 0.375
O -1.681 2.866 0.763
C -0.229 0.938 1.090
C 0.255 -0.234 0.206
C 1.400 -0.072 -0.564
C 1.761 -1.054 -1.488
C 0.967 -2.224 -1.655
Cl 1.402 -3.413 -2.864
C -0.191 -2.373 -0.869
C -0.534 -1.395 0.034
Cl -2.043 -1.556 0.991
O -0.388 0.658 2.472
C 0.641 1.594 2.253
Cl 2.266 0.949 2.685
Cl 0.424 3.306 2.786
H -2.755 1.934 -1.000
H -1.888 0.367 -1.007
H 1.997 0.806 -0.397
H 2.688 -0.954 -2.069
H -0.810 -3.259 -1.005

molar mass	300.96	g/mol
E_LUMO	0.2	eV
Kohn-Sham gap	9.825	eV
energy above the lowest of the compared OMol25 structures with the same formula, charge and spin	4.1	kcal per mole
SMILES	NC(=O)[C@]1(c2ccc(Cl)cc2Cl)OC1(Cl)Cl
net charge	0
HOMO level	-9.6	eV
total energy	-65087.7544	eV

Entry 7:
Density functional theory data (ωB97M-V with the def2-TZVPD basis set) for a cluster of 24 separate species, C9H69BO26P2 in total at a distorted geometry.

Geometry (Å):
C 1.902 -2.725 -0.193
C 2.732 -2.582 -1.474
O 3.364 -1.279 -1.408
P 2.851 -0.303 -2.570
O 2.981 -0.952 -3.894
C 1.110 0.155 -2.344
C 0.685 0.712 -0.970
C -0.728 0.267 -0.553
B -1.822 0.470 -1.658
P -3.587 -0.258 -1.306
C -4.179 -1.281 -2.716
C -4.811 1.081 -0.972
O 3.881 0.924 -2.491
C 3.363 2.272 -2.702
C 3.123 2.956 -1.351
H 2.579 -2.548 0.646
H 1.144 -1.943 -0.196
H 1.432 -3.702 -0.132
H 2.059 -2.643 -2.322
H 3.491 -3.359 -1.502
H 0.551 -0.774 -2.506
H 0.819 0.807 -3.165
H 0.649 1.799 -1.059
H 1.436 0.483 -0.212
H -0.721 -0.775 -0.221
H -1.022 0.909 0.290
H -1.610 1.034 -2.681
H -5.165 -1.677 -2.487
H -3.501 -2.127 -2.821
H -4.199 -0.730 -3.660
H -4.314 1.993 -0.640
H -5.449 1.287 -1.830
H -5.479 0.771 -0.171
H 2.516 2.305 -3.384
H 4.167 2.811 -3.185
H 2.296 3.661 -1.367
H 4.031 3.487 -1.068
H 2.978 2.191 -0.592
O 3.877 4.763 -4.272
H 4.511 4.724 -4.996
H 3.044 4.989 -4.698
O -7.701 2.063 -1.010
H -8.533 2.389 -1.372
H -7.462 2.706 -0.326
O 0.471 -4.619 -2.236
H 0.669 -4.550 -3.178
H 0.798 -5.490 -1.987
O -1.504 -2.033 2.301
H -1.082 -2.648 1.688
H -2.157 -1.566 1.768
O -0.187 -4.794 2.196
H -0.635 -5.583 2.527
H 0.589 -4.723 2.762
O -0.431 -7.220 3.884
H -0.895 -7.998 4.198
H 0.340 -7.174 4.456
O 2.952 -4.454 3.338
H 3.686 -5.015 3.068
H 2.910 -3.775 2.654
O -6.915 4.838 0.573
H -7.526 5.504 0.243
H -6.222 5.352 1.007
O -9.401 1.678 1.483
H -8.744 1.664 0.773
H -10.242 1.818 1.038
O 6.488 2.002 -1.721
H 7.197 1.352 -1.760
H 5.759 1.561 -2.169
O 4.483 -2.408 5.350
H 3.896 -3.123 5.074
H 4.394 -1.742 4.654
O -2.600 2.556 -4.157
H -2.153 3.062 -4.843
H -3.018 3.225 -3.604
O 4.025 -0.690 7.814
H 4.441 -1.284 7.177
H 3.347 -0.238 7.304
O 7.700 -2.361 5.427
H 6.772 -2.376 5.158
H 8.125 -3.015 4.867
O 6.816 -1.077 -1.713
H 5.892 -1.003 -1.980
H 7.178 -1.758 -2.286
O -1.500 0.323 4.241
H -2.421 0.328 3.964
H -1.095 -0.355 3.685
O 0.840 1.831 -5.384
H 1.581 1.212 -5.423
H 0.125 1.364 -5.829
O -0.061 -2.780 -4.751
H -0.713 -2.142 -5.053
H 0.642 -2.234 -4.372
O -6.385 5.171 -2.344
H -6.894 4.418 -2.028
H -5.642 5.208 -1.734
O 5.243 0.190 4.292
H 5.184 1.148 4.239
H 5.691 0.033 5.133
O -4.670 7.237 1.223
H -4.669 8.194 1.151
H -4.267 7.077 2.082
O -5.247 8.621 3.525
H -6.083 8.948 3.179
H -5.008 9.254 4.211
O 0.940 -9.573 4.475
H 0.385 -10.307 4.192
H 1.518 -9.412 3.722

molar mass	666.38	g/mol
E_LUMO	-0.2	eV
Kohn-Sham gap	7.185	eV
net charge	0
HOMO level	-7.3	eV
total energy	-82943.1645	eV

Entry 8:
Density functional theory data (ωB97M-V with the def2-TZVPD basis set) for a structure of composition C9H6AlBr4N2O6Se at a distorted geometry.

Geometry (Å):
Al -0.911 -0.616 0.204
Br 0.771 -0.394 6.637
C -0.046 -0.076 4.967
C -0.905 1.004 4.800
Br -1.298 2.149 6.249
C -1.487 1.239 3.545
Br -2.653 2.691 3.248
C -1.224 0.404 2.476
O -1.736 0.547 1.253
C -0.361 -0.710 2.651
O -0.181 -1.476 1.579
C 0.220 -0.930 3.887
Br 1.366 -2.419 4.053
C 2.429 1.033 -2.410
N 1.344 0.289 -3.013
C 1.463 -0.050 -4.415
C 0.391 -0.207 -2.167
N 0.320 0.041 -0.938
H 3.144 0.367 -1.916
H 2.029 1.710 -1.659
H 2.944 1.599 -3.186
H 2.341 -0.677 -4.601
H 1.556 0.865 -5.007
H 0.580 -0.585 -4.745
O -2.707 0.316 -2.381
Se -2.126 -1.145 -2.299
O -2.798 -2.244 -3.206
O -1.987 -1.660 -0.728
O -0.476 -1.067 -2.878

molar mass	663.71	g/mol
E_LUMO	2.4	eV
Kohn-Sham gap	7.697	eV
energy above the lowest of the compared OMol25 structures with the same formula, charge and spin	0.0	kcal per mole
net charge	-1
HOMO level	-5.3	eV
total energy	-376813.9572	eV

Q: Which formula does entry 4 have?
A: C9H5BrN2O4

Q: Which value of molar mass does entry 4 give?
A: 285.05 g/mol